1.
DFT (ωB97M-V/def2-TZVPD) results for a single C8H9NS molecule in a non-equilibrium geometry.

The HOMO energy comes out at -7.37 eV. As for the lowest unoccupied orbital energy: 0.6058 eV.

Geometry (Å):
C 3.28 0.36 0.39
C 3.05 -0.60 -0.59
C 2.35 1.32 0.75
C 1.84 -0.65 -1.29
C 1.14 1.28 0.08
C 0.94 0.30 -0.92
C -2.99 0.38 0.21
C -1.70 -0.25 -0.25
N -0.05 1.97 0.06
S -0.70 1.02 -1.15
H 4.23 0.35 0.90
H 3.81 -1.33 -0.82
H 2.56 2.05 1.52
H 1.65 -1.39 -2.06
H -2.77 1.25 0.82
H -3.60 0.69 -0.64
H -3.57 -0.33 0.81
H -1.86 -1.07 -0.95
H -1.09 -0.59 0.59



2.
DFT (ωB97M-V/def2-TZVPD) results for 2 unconnected molecules or ions with the total composition C7H16N in a non-equilibrium geometry.

The HOMO energy comes out at -13.23 eV. As for the lowest unoccupied orbital energy: -7.9831 eV. The total charge is +1.

Geometry (Å):
C 2.66 0.92 0.31
C 1.75 -0.10 -0.42
C 0.38 -0.18 0.18
C -0.41 1.10 0.38
C -1.86 0.83 0.79
C -2.57 0.21 -0.38
C -3.03 -1.04 -0.35
N 2.35 -1.42 -0.49
H 3.67 0.82 -0.10
H 2.71 0.66 1.37
H 2.38 1.96 0.14
H 1.66 0.26 -1.45
H -0.22 -0.88 -0.52
H 0.47 -0.65 1.16
H 0.11 1.87 0.96
H -0.41 1.66 -0.56
H -1.93 0.20 1.69
H -2.38 1.73 1.14
H -2.51 0.74 -1.33
H -3.49 -1.50 -1.21
H -2.88 -1.52 0.61
H 2.40 -1.82 0.46
H 0.53 -2.23 -0.58
H 1.47 -2.02 -0.83



3.
DFT (ωB97M-V/def2-TZVPD) results for a molecular structure, C16H28Br5ClNO2 in a non-equilibrium geometry.

The HOMO energy comes out at -10.92 eV. As for the lowest unoccupied orbital energy: -3.0983 eV. The total charge is +1.

Geometry (Å):
C -5.33 -2.79 -0.82
C -3.96 -2.79 -0.39
C -2.40 -2.58 0.18
C -1.34 -3.47 -0.76
C -0.33 -2.50 -1.61
C 1.20 -2.38 -1.03
O 2.01 -1.85 -2.18
O 1.69 -3.74 -0.82
C 1.86 -4.14 0.56
C 1.00 -3.34 1.69
N 0.85 -1.85 1.48
C 1.44 -1.32 0.18
Cl 3.28 -1.03 0.53
C 0.86 0.20 -0.09
Br 2.44 1.23 -0.90
C 0.45 1.04 1.25
C -0.29 2.44 0.74
H -6.51 -2.64 -0.88
H -2.16 -1.43 -0.01
H -2.30 -2.81 1.32
H -2.04 -4.00 -1.56
H -0.82 -4.34 -0.16
H -0.23 -3.00 -2.69
H -0.88 -1.49 -1.79
H 1.37 -1.21 -2.62
H 1.64 -5.31 0.64
H 3.01 -4.04 0.85
H -0.03 -3.91 1.82
H 1.56 -3.50 2.73
H -0.19 -1.65 1.59
H 1.40 -1.38 2.26
H 0.02 0.27 -0.90
H -0.37 0.50 1.93
H 1.35 1.38 1.92
H -0.96 2.91 1.59
H 0.47 3.20 0.27
H -1.05 2.09 -0.10
Br 0.72 5.95 1.19
C 0.42 6.00 3.12
C 1.53 5.29 3.87
Br 1.33 3.35 3.74
H -0.57 5.56 3.30
H 0.39 7.06 3.38
H 1.47 5.51 4.93
H 2.52 5.54 3.49
Br -2.13 0.50 -4.73
C -1.32 1.97 -3.74
C 0.16 2.09 -4.06
Br 1.20 0.73 -3.14
H -1.52 1.79 -2.68
H -1.86 2.86 -4.06
H 0.55 3.05 -3.69
H 0.38 2.00 -5.13



4.
DFT (ωB97M-V/def2-TZVPD) results for 3 unconnected molecules or ions with the total composition C31H54N4O3Si in a non-equilibrium geometry.

The HOMO energy (spin up / spin down) comes out at -8.25 / -8.25 eV. The spin multiplicity is 3. As for the lowest unoccupied orbital energy (spin up / spin down): -1.3054 / -1.3082 eV.

Geometry (Å):
C 4.28 -0.67 -2.62
Si 5.26 0.82 -1.88
C 7.08 0.78 -2.53
C 5.38 0.47 0.04
O 4.46 2.38 -2.03
C 3.85 2.58 -3.36
C 2.27 3.01 -3.07
C 1.48 1.85 -2.17
C 1.22 2.12 -0.54
C 0.41 0.93 0.27
C -0.07 -0.42 -0.54
C 0.24 -0.70 -2.16
N -0.24 -2.00 -2.71
C 0.17 -2.09 -4.16
C 0.96 -0.95 -5.01
N 1.38 0.37 -4.42
C 1.03 0.47 -2.96
H 3.94 -0.48 -3.74
H 5.04 -1.58 -2.67
H 3.39 -1.05 -1.93
H 7.77 1.03 -1.59
H 7.28 1.50 -3.44
H 7.31 -0.36 -2.78
H 6.03 -0.48 0.29
H 4.25 0.32 0.39
H 5.78 1.47 0.53
H 4.33 3.52 -3.90
H 3.96 1.68 -4.10
H 2.34 3.96 -2.34
H 1.68 3.30 -4.04
H 1.57 3.11 0.01
H 0.19 1.05 1.44
H -0.68 -1.22 0.10
H -0.11 -3.09 -4.74
H 1.21 -1.15 -6.15
C -4.48 -6.83 -1.52
C -3.60 -6.79 -0.23
C -3.88 -5.49 0.56
C -3.27 -4.25 -0.08
C -1.78 -4.45 -0.34
C -1.46 -5.73 -1.15
N -2.15 -6.95 -0.60
O -1.46 -7.34 0.56
C -1.85 -5.52 -2.64
C 0.10 -5.90 -1.22
C -4.14 -8.00 0.60
H -4.50 -5.89 -2.06
H -4.15 -7.62 -2.20
H -5.53 -7.04 -1.27
H -3.49 -5.58 1.58
H -4.96 -5.34 0.66
H -3.79 -4.00 -1.01
H -3.41 -3.39 0.58
H -1.39 -3.57 -0.87
H -1.26 -4.48 0.63
H -1.80 -6.47 -3.20
H -1.17 -4.82 -3.13
H -2.84 -5.09 -2.77
H 0.56 -5.96 -0.23
H 0.56 -5.05 -1.72
H 0.37 -6.81 -1.77
H -3.96 -8.95 0.09
H -5.22 -7.92 0.76
H -3.69 -8.06 1.60
C -0.36 6.07 5.33
C 0.00 4.97 4.30
C 0.84 5.58 3.14
C 0.01 6.41 2.17
C -1.19 5.62 1.66
C -2.06 5.02 2.79
N -1.25 4.29 3.82
O -0.87 3.05 3.25
C -2.89 6.14 3.47
C -3.16 4.11 2.13
C 0.93 4.01 5.12
H -0.71 7.00 4.87
H -1.13 5.72 6.03
H 0.51 6.36 5.92
H 1.33 4.78 2.58
H 1.65 6.20 3.55
H -0.32 7.34 2.65
H 0.64 6.72 1.33
H -1.80 6.28 1.02
H -0.82 4.83 1.00
H -3.38 5.77 4.38
H -3.68 6.50 2.80
H -2.31 7.03 3.72
H -2.73 3.32 1.51
H -3.81 4.70 1.47
H -3.79 3.65 2.89
H 0.38 3.54 5.95
H 1.77 4.56 5.56
H 1.37 3.21 4.51



5.
DFT (ωB97M-V/def2-TZVPD) results for 5 unconnected molecules or ions with the total composition C43H64FNO17 in a non-equilibrium geometry.

The HOMO energy comes out at -9.61 eV. As for the lowest unoccupied orbital energy: -0.2892 eV.

Geometry (Å):
C -2.11 0.81 -5.09
C -1.83 -0.69 -4.89
C -0.51 -1.22 -5.51
C 0.73 -0.31 -5.30
C 0.88 0.25 -3.88
C 1.85 -0.55 -2.99
C 2.09 0.12 -1.63
C 0.79 0.31 -0.81
C 0.57 1.73 -0.26
C 1.41 1.96 1.02
C 0.65 1.54 2.30
C 1.31 0.29 2.92
C 0.59 -0.19 4.18
N -0.50 -1.13 3.89
C -1.82 -0.66 3.81
O -2.51 -0.21 4.69
C -2.18 -0.93 2.33
C -3.18 -0.44 1.53
C -4.14 0.58 2.13
C -3.43 1.93 2.21
O -2.84 2.28 3.20
F -3.49 2.74 1.12
C -3.25 -0.94 0.23
C -4.33 -0.47 -0.72
C -2.36 -1.89 -0.22
O -2.53 -2.37 -1.50
C -1.34 -2.39 0.60
O -0.47 -3.36 0.20
C 0.34 -3.00 -0.92
C 0.97 -4.28 -1.48
C 0.14 -4.92 -2.62
C -1.29 -1.88 1.86
C -0.31 -2.19 3.00
O 0.43 -3.14 3.08
H -2.66 1.16 -4.21
H -2.74 1.03 -5.95
H -1.21 1.43 -5.15
H -1.88 -1.00 -3.84
H -2.64 -1.23 -5.39
H -0.65 -1.41 -6.57
H -0.29 -2.19 -5.04
H 0.67 0.52 -6.01
H 1.61 -0.92 -5.57
H 1.32 1.25 -3.98
H -0.06 0.40 -3.34
H 1.51 -1.58 -2.82
H 2.81 -0.62 -3.52
H 2.75 -0.56 -1.07
H 2.67 1.05 -1.76
H 0.88 -0.33 0.08
H -0.08 -0.05 -1.36
H -0.49 1.79 0.03
H 0.79 2.47 -1.04
H 2.39 1.47 0.94
H 1.61 3.03 1.07
H 0.78 2.37 3.00
H -0.42 1.40 2.10
H 1.47 -0.49 2.16
H 2.32 0.62 3.22
H 0.13 0.70 4.63
H 1.25 -0.58 4.96
H -5.11 0.62 1.63
H -4.31 0.27 3.16
H -5.04 -1.30 -0.84
H -4.89 0.36 -0.29
H -3.93 -0.21 -1.70
H -2.27 -1.69 -2.12
H 1.17 -2.33 -0.63
H -0.20 -2.52 -1.73
H 1.03 -5.02 -0.67
H 1.99 -4.12 -1.82
H 0.68 -5.00 -3.57
H -0.14 -5.94 -2.34
H -0.80 -4.40 -2.83
C 0.00 7.52 1.29
C 1.48 7.23 1.13
C 1.88 6.88 -0.28
O 3.00 6.02 -0.08
C 2.85 5.43 1.14
O 3.49 4.52 1.53
O 1.85 6.04 1.84
H -0.58 6.60 1.21
H -0.19 7.93 2.28
H -0.34 8.24 0.55
H 2.07 8.06 1.52
H 2.18 7.76 -0.86
H 1.11 6.34 -0.83
C 3.06 -4.11 4.39
C 4.12 -3.39 5.18
C 4.58 -2.10 4.56
O 5.94 -2.00 5.02
C 6.37 -3.27 5.26
O 7.50 -3.56 5.46
O 5.34 -4.15 5.24
H 3.48 -4.55 3.49
H 2.64 -4.93 4.98
H 2.24 -3.44 4.11
H 3.78 -3.23 6.21
H 4.01 -1.24 4.89
H 4.58 -2.13 3.46
C 1.93 -6.64 -6.87
C 3.02 -5.71 -6.37
C 3.35 -5.88 -4.91
O 3.78 -4.56 -4.54
C 3.17 -3.69 -5.38
O 3.15 -2.51 -5.23
O 2.59 -4.34 -6.42
H 0.96 -6.33 -6.48
H 1.86 -6.59 -7.96
H 2.13 -7.67 -6.58
H 3.91 -5.81 -6.99
H 4.14 -6.60 -4.74
H 2.48 -6.15 -4.30
C -3.93 4.87 3.92
C -5.40 4.88 4.26
C -6.20 5.93 3.53
O -7.25 6.21 4.46
C -6.79 5.93 5.70
O -7.33 6.23 6.71
O -5.61 5.25 5.63
H -3.43 5.74 4.36
H -3.45 3.99 4.33
H -3.77 4.87 2.84
H -5.83 3.88 4.11
H -6.61 5.57 2.59
H -5.64 6.85 3.35



6.
DFT (ωB97M-V/def2-TZVPD) results for 3 unconnected molecules or ions with the total composition C28H61BIN5O7PS3Si.

The HOMO energy comes out at -10.77 eV. As for the lowest unoccupied orbital energy: -2.3492 eV. The total charge is +1.

Geometry (Å):
C -1.24 4.10 -1.36
C 0.03 3.48 -1.95
C 0.69 2.34 -1.19
I 0.98 3.18 0.81
C -0.16 1.05 -1.13
C 0.47 -0.24 -0.49
C 1.59 -0.34 0.55
C 2.99 -0.01 0.04
C 4.05 -0.70 0.92
C 5.40 0.03 1.03
C 5.85 0.83 -0.19
N 5.91 0.05 -1.43
N -0.71 -1.03 -0.01
C -1.00 -1.12 1.43
C -1.44 0.20 2.12
C -2.94 0.25 2.40
O -0.75 0.30 3.36
C -1.70 -1.02 -0.88
N -2.97 -1.20 -0.55
B -4.18 -1.12 -1.44
O -4.79 0.10 -1.45
O -4.64 -2.26 -2.00
N -1.37 -0.82 -2.23
C -0.90 -2.06 -2.88
C -2.00 -2.85 -3.57
N -2.36 -2.80 -4.78
C -0.71 0.52 -2.53
P -2.16 1.54 -3.16
S -2.02 2.70 -4.71
Si 0.64 0.50 -3.98
C 2.09 -0.63 -3.56
C -0.13 -0.21 -5.54
C 1.48 2.11 -4.41
H -1.96 4.29 -2.15
H -1.02 5.05 -0.87
H -1.73 3.46 -0.61
H -0.17 3.16 -2.98
H 0.79 4.26 -2.03
H 1.70 2.17 -1.56
H -1.03 1.36 -0.54
H 0.89 -0.83 -1.31
H 1.38 0.18 1.48
H 1.60 -1.41 0.79
H 3.17 1.06 0.01
H 3.07 -0.42 -0.98
H 3.64 -0.84 1.92
H 4.22 -1.71 0.52
H 6.18 -0.72 1.22
H 5.40 0.69 1.90
H 5.20 1.70 -0.34
H 6.84 1.24 0.03
H 5.20 0.31 -2.09
H 5.85 -0.94 -1.26
H -1.76 -1.89 1.58
H -0.11 -1.51 1.93
H -1.16 1.05 1.50
H -3.36 -0.74 2.57
H -3.48 0.74 1.59
H -3.10 0.84 3.31
H 0.04 0.84 3.22
H -3.16 -1.35 0.44
H -5.70 0.09 -1.76
H -5.11 -2.16 -2.84
H -0.10 -1.85 -3.58
H -0.45 -2.73 -2.13
H -2.53 -3.56 -2.93
H -1.82 -2.12 -5.32
H -2.63 2.14 -1.98
H -3.09 0.52 -3.37
H 1.87 -1.53 -2.99
H 2.88 -0.08 -3.05
H 2.50 -0.95 -4.52
H -1.22 -0.11 -5.58
H 0.14 -1.26 -5.65
H 0.28 0.33 -6.40
H 2.06 1.86 -5.31
H 0.83 2.94 -4.65
H 2.20 2.43 -3.65
C -0.48 -6.75 0.87
C -0.62 -5.99 2.20
C 0.72 -5.30 2.47
S 1.47 -5.00 0.86
O 2.67 -5.77 0.74
O 1.51 -3.58 0.58
C 0.18 -5.78 -0.11
H -1.44 -7.10 0.50
H 0.16 -7.63 1.01
H -1.41 -5.24 2.10
H -0.89 -6.65 3.02
H 0.63 -4.35 2.99
H 1.41 -5.94 3.02
H 0.63 -6.25 -0.97
H -0.52 -5.00 -0.42
C -1.19 4.12 6.71
C -2.28 5.11 6.27
C -1.86 5.66 4.90
S -0.88 4.36 4.13
O 0.48 4.82 3.95
O -1.57 3.81 2.98
C -0.92 3.23 5.51
H -1.51 3.54 7.58
H -0.28 4.66 6.99
H -3.23 4.60 6.19
H -2.40 5.93 6.98
H -2.70 5.88 4.24
H -1.21 6.53 4.98
H 0.02 2.69 5.55
H -1.74 2.52 5.33



One value per record, in order, for M: 151.23; 114.21; 701.38; 558.88; 885.97; 872.80 g/mol.